The following is a DFT calculation (wB97M-V/def2-TZVPD) of an isolated molecule of C2H6N4O2 in a non-equilibrium geometry.

```
14
Properties=species:S:1:pos:R:3:forces:R:3
O 0.07107 1.37872 -0.25431 2.2654 5.9676 5.2572
N 1.48907 1.30457 0.24506 1.6567 -5.1730 -1.8778
C 2.08294 0.05729 0.12011 0.6548 3.8216 -1.5718
N 1.56135 -1.20665 -0.12917 -3.0518 3.4175 0.2655
N 0.14870 -1.05767 -0.48155 -2.1256 1.7891 -1.0058
C -0.62632 -0.58812 0.58579 -4.0644 -4.1821 2.6196
N -1.95972 -0.38069 0.75343 4.0671 1.5212 -2.8824
O -2.42058 0.23144 -0.56757 -3.3992 -0.7243 2.1226
H 0.08846 2.31085 0.49176 -1.4871 -3.8869 -3.8058
H 3.18660 0.24861 -0.13521 -1.3803 -0.7345 1.5241
H 1.95290 -1.91544 -0.70249 0.8659 -0.1386 -0.4551
H -0.19325 -0.22569 -1.04972 2.1540 -1.5410 -1.3595
H -0.18324 -1.09450 1.41386 -0.0845 0.4292 1.6998
H -3.47094 0.36299 -0.39291 3.9289 -0.5659 -0.5304
```
Positions in Å, forces in eV/Å.

M ... 118.10 g/mol
Orbital gap ... 0.337 hartree
SMILES string ... O/N=C\NN/C=N\O
ΔE to the lowest compared entry with this formula, charge and spin ... 206.1 kcal/mol

***

The following is a DFT calculation (wB97M-V/def2-TZVPD) of a structure of composition C41H52N3O4PTi.

```
102
Properties=species:S:1:pos:R:3:forces:R:3
Ti 0.51155 -0.17160 0.24151 -0.3593 -0.1220 -0.2761
C -2.59445 -1.79834 -3.08856 0.0166 0.0580 0.0203
N -2.14466 -2.62760 -1.96645 0.1532 -0.0137 0.1721
C -2.76743 -3.96664 -1.88257 0.0023 0.0515 -0.0091
C -1.27208 -2.22693 -1.08955 -0.0610 0.0106 0.0505
O -0.78951 -1.03769 -1.04496 -0.0216 -0.0265 -0.0279
C -0.73002 -3.16708 -0.03021 -0.1195 -0.0890 -0.0085
O 0.58147 -2.71957 0.30946 0.0708 0.2982 -0.0496
C 1.61074 -3.19330 -0.55493 0.1502 -0.1146 -0.0432
C 2.06018 -2.06053 -1.45583 -0.0453 0.1135 -0.0567
O 1.73937 -0.87260 -1.07633 0.4384 -0.1429 -0.3318
N 2.73181 -2.31456 -2.53970 -0.1332 -0.0797 0.2287
C 3.16434 -3.69231 -2.86907 0.0045 0.0952 0.0015
C 3.09024 -1.29051 -3.52670 -0.0035 0.0285 0.0346
H -2.55335 -2.40767 -3.99015 -0.0113 0.0207 -0.0074
H -1.93916 -0.94263 -3.19438 -0.0117 0.0151 -0.0457
H -3.62007 -1.47920 -2.91054 0.0320 0.0157 -0.0368
H -3.68880 -3.93247 -2.45905 0.0262 -0.0239 0.0285
H -3.02345 -4.20653 -0.85401 0.0117 -0.0407 0.0161
H -2.11406 -4.72368 -2.31396 -0.0092 -0.0311 -0.0067
H -0.70593 -4.20956 -0.34892 -0.0202 0.0525 0.0099
H -1.34855 -3.09614 0.86970 0.0463 0.0012 -0.0495
H 1.26548 -4.05239 -1.13424 0.0331 0.0500 0.0322
H 2.45581 -3.52066 0.05811 -0.0702 0.0141 -0.0020
H 2.32887 -4.26524 -3.26855 0.0012 -0.0421 -0.0207
H 3.59280 -4.18028 -1.99781 -0.0019 -0.0536 0.0128
H 3.93484 -3.62076 -3.63246 -0.0155 -0.0301 0.0361
H 2.54940 -0.37692 -3.31506 0.0124 0.0794 -0.0093
H 2.81806 -1.67244 -4.50984 0.0193 0.0433 0.0025
H 4.16623 -1.12408 -3.49449 -0.0050 0.0436 -0.0258
C 1.01687 2.91689 1.37050 -0.0306 0.0414 0.0252
C 1.65608 2.07469 0.29092 0.0105 -0.1527 0.1651
C 1.44107 2.34263 -1.07178 -0.0624 0.0033 -0.0439
C 2.43226 2.07206 -2.02584 -0.0049 -0.0460 0.0244
C 2.23529 2.49495 -3.44977 0.0139 -0.0270 -0.0162
C 3.62162 1.49965 -1.59334 -0.0387 -0.0622 -0.0321
C 3.82337 1.08958 -0.27192 -0.0266 0.0953 -0.0395
C 5.13528 0.49945 0.13854 0.0084 -0.0031 0.0003
C 2.81180 1.35047 0.65247 0.1573 0.0556 0.0613
H 1.65246 3.79958 1.48693 -0.0157 -0.0157 -0.0028
H 0.99466 2.41585 2.33817 -0.0074 0.0146 -0.0285
H 0.02527 3.27619 1.11517 0.0166 -0.0048 0.0014
H 0.58050 2.92731 -1.36948 0.0630 -0.0100 0.0084
H 1.32410 2.05799 -3.86393 -0.0030 0.0000 -0.0031
H 3.07971 2.21590 -4.07676 -0.0004 -0.0019 -0.0044
H 2.12315 3.57858 -3.51013 -0.0070 0.0251 0.0009
H 4.43394 1.38591 -2.30196 0.0331 -0.0157 -0.0301
H 5.94232 1.19399 -0.10112 0.0112 0.0068 -0.0137
H 5.34603 -0.42188 -0.40813 0.0060 -0.0333 0.0008
H 5.17843 0.29567 1.20459 0.0191 0.0096 0.0045
H 3.01767 1.19609 1.70384 -0.0088 0.0516 0.0073
C 2.44872 -0.13722 4.26609 0.0127 0.0171 -0.0252
C 2.24924 -1.40983 3.44407 -0.0116 -0.0582 0.0575
C 3.24394 -1.56579 2.30462 -0.0314 0.0460 -0.1488
C 0.80610 -1.63220 2.98945 -0.0609 -0.0836 -0.0647
C -0.13407 -1.75059 4.18215 0.0214 -0.0213 0.0448
O -0.82663 -0.48568 4.18403 -0.0409 0.0788 0.0001
C -0.63982 0.15362 3.07698 0.0551 -0.0161 -0.1611
N 0.18615 -0.45864 2.19520 -0.0987 -0.0146 0.3296
C -1.40175 1.40010 3.02488 0.0081 -0.0325 0.0086
C -1.69109 1.98382 4.26515 -0.0397 0.0566 -0.0175
C -2.54921 3.06767 4.35213 0.0228 -0.0315 -0.0348
C -3.19188 3.52404 3.21264 0.0162 -0.0164 -0.0097
C -2.91773 2.94593 1.97626 -0.0044 -0.0040 0.0518
C -1.98617 1.92100 1.86036 -0.0829 0.1243 -0.0490
P -1.71808 1.19791 0.23010 -0.0889 0.0596 0.1835
C -1.75319 2.46898 -1.03878 -0.0071 -0.0142 -0.0451
C -1.72109 3.84254 -0.78545 0.0046 0.0000 -0.0135
C -1.67898 4.74068 -1.84308 -0.0031 -0.0423 0.0281
C -1.65990 4.28201 -3.15237 -0.0004 -0.0188 -0.0164
C -1.67833 2.91571 -3.41259 -0.0043 0.0218 0.0528
C -1.71800 2.01519 -2.36265 -0.0258 0.0342 -0.0402
C -3.16287 0.12906 0.02821 0.0245 0.0063 0.0701
C -4.17098 0.42984 -0.88138 -0.0391 0.0064 -0.0447
C -5.33128 -0.33951 -0.90375 0.0180 0.0286 0.0041
C -5.48686 -1.39985 -0.02628 0.0331 -0.0197 0.0270
C -4.48393 -1.69495 0.89709 -0.0257 0.0176 -0.0545
C -3.33143 -0.93161 0.92586 0.0250 -0.0179 0.0294
H 3.34889 -0.21782 4.87228 0.0478 -0.0010 -0.0276
H 1.62874 0.05801 4.95814 -0.0026 -0.0418 0.0605
H 2.56536 0.74676 3.64308 -0.0413 0.1128 -0.0906
H 2.42177 -2.25953 4.11581 -0.0345 0.0256 0.0078
H 3.00069 -0.93033 1.43943 -0.0146 -0.1617 0.1057
H 3.29698 -2.60234 1.97193 -0.0041 -0.0564 -0.0116
H 4.24584 -1.28035 2.62150 0.0191 -0.0206 0.0350
H 0.74355 -2.51724 2.36636 0.1015 0.0271 0.1117
H 0.38150 -1.82806 5.13784 -0.0143 -0.1053 -0.0706
H -0.89331 -2.52899 4.10504 0.0450 0.0243 -0.0052
H -1.24436 1.58961 5.16605 0.0055 -0.0056 0.0101
H -2.74541 3.52263 5.31279 -0.0029 0.0116 0.0214
H -3.91536 4.32565 3.27886 -0.0126 0.0131 0.0017
H -3.45699 3.29544 1.10640 -0.0123 -0.0171 0.0072
H -1.73412 4.23376 0.22082 0.0299 0.0045 0.0076
H -1.67040 5.80207 -1.64053 0.0002 0.0450 0.0126
H -1.63979 4.98830 -3.97047 0.0033 0.0275 -0.0327
H -1.67525 2.56047 -4.43332 0.0009 -0.0217 -0.0456
H -1.73269 0.95545 -2.57011 0.0113 -0.0579 0.0024
H -4.08025 1.26895 -1.55849 0.0037 0.0009 0.0140
H -6.12246 -0.08968 -1.59748 -0.0245 0.0106 -0.0174
H -6.39879 -1.98079 -0.03614 -0.0284 -0.0194 0.0014
H -4.62562 -2.49658 1.60910 -0.0095 -0.0274 0.0346
H -2.58096 -1.13926 1.68471 -0.0068 0.0147 -0.0190
```
Positions in Å, forces in eV/Å.

Total charge ... +4
M ... 729.73 g/mol
Orbital gap ... 0.238 hartree

***

The following is a DFT calculation (wB97M-V/def2-TZVPD) of a cluster of 5 separate species, C16H38Cl4O6 in total in a non-equilibrium geometry.

```
64
Properties=species:S:1:pos:R:3:forces:R:3
C 33.61998 17.00555 30.36373 -0.0165 -0.3324 -0.0381
O 33.47267 16.13868 29.25314 0.0135 -0.0661 -0.1250
C 32.25029 15.44681 29.18112 -0.6610 0.0801 -0.2841
C 31.78870 14.75136 30.43625 0.3717 -0.4679 0.4835
O 31.19459 15.65806 31.34030 0.0548 0.1501 -0.1587
C 30.90201 15.05396 32.56459 -0.2252 -0.4056 0.6391
H 34.49433 17.61522 30.14812 0.0605 -0.0018 0.1304
H 33.77085 16.40521 31.26462 0.1312 0.2382 0.1467
H 32.75059 17.64554 30.53791 -0.0653 -0.0253 -0.1236
H 32.33500 14.68273 28.40512 0.3016 0.1273 -0.0274
H 31.45207 16.12801 28.84159 -0.0050 0.0137 0.1738
H 32.64479 14.25007 30.91976 0.0681 0.1789 -0.0420
H 31.09883 13.92528 30.21018 -0.1674 0.2233 -0.2307
H 30.54755 15.80212 33.27218 0.0003 0.1565 -0.1915
H 31.77428 14.56379 33.02085 0.0907 0.0983 -0.1790
H 30.12101 14.28426 32.47751 0.0293 0.0614 -0.1501
C 30.15435 20.01264 21.99244 -0.2371 0.1718 0.0419
O 30.23121 19.37286 20.74704 0.0822 0.1212 -0.1744
C 30.04318 17.97303 20.80282 0.7520 0.4078 0.1477
C 30.34356 17.47122 19.41004 -0.8774 -0.5376 -0.0861
O 30.23704 16.05719 19.41935 0.2353 0.3069 -0.1273
C 30.56371 15.46774 18.16547 0.1996 -0.1417 0.8922
H 29.14858 19.89924 22.41864 0.0970 -0.0805 0.1349
H 30.32278 21.07588 21.82883 0.0239 -0.0105 -0.0669
H 30.91051 19.65720 22.70303 -0.0771 -0.1648 -0.0252
H 29.03183 17.73718 21.14874 -0.0192 -0.1789 -0.0984
H 30.78737 17.53946 21.48645 -0.2448 -0.1263 0.1252
H 31.34694 17.78714 19.11286 0.0000 0.0676 -0.0314
H 29.59445 17.87184 18.71462 0.2170 0.2246 -0.0783
H 31.02718 14.52281 18.44759 -0.0837 -0.1780 -0.4388
H 31.29921 16.06563 17.62312 -0.0518 0.0364 -0.0810
H 29.67171 15.30134 17.56083 -0.0059 0.0504 -0.1062
C 28.44585 19.33167 25.65921 -0.1679 0.4294 -0.0788
O 29.20890 18.17098 25.77995 0.1495 -0.4926 0.2465
C 28.69586 17.10098 25.00323 0.3726 0.4506 -0.1896
C 29.47348 15.83184 25.26890 0.0637 -0.0947 0.5746
O 30.80741 15.81291 24.81097 0.0126 0.1094 -0.5496
C 31.67731 16.73633 25.42451 0.4786 0.5499 0.5632
H 28.82079 20.04164 26.39461 -0.0364 0.0437 -0.0223
H 27.37895 19.15036 25.84721 0.0507 -0.0467 0.0558
H 28.53966 19.77818 24.66127 -0.0055 -0.0205 0.0083
H 28.79723 17.36035 23.93857 -0.2817 -0.0486 0.0033
H 27.64268 16.97780 25.28570 -0.0386 -0.2927 -0.2956
H 28.99044 14.99576 24.76311 -0.1233 0.0605 -0.0321
H 29.43713 15.63235 26.35234 0.1144 0.0123 -0.0574
H 31.47607 17.78339 25.19233 -0.4040 -0.1044 -0.0307
H 32.71073 16.58982 25.10362 -0.1456 -0.5727 -0.1226
H 31.64703 16.61724 26.51339 0.0229 0.0700 -0.0085
Cl 31.19684 20.47785 31.33310 -0.0352 -0.1311 0.0340
C 32.27728 20.59370 29.92460 0.5063 0.7192 0.0143
C 31.72450 19.82368 28.76975 -1.5113 -0.9527 -0.1991
Cl 32.62831 20.07902 27.27322 0.2341 0.0620 -0.0596
H 33.27840 20.30203 30.23278 -0.0814 -0.3551 -0.0401
H 32.35046 21.64725 29.65535 -0.1505 -0.0108 0.0315
H 30.67740 20.08074 28.58664 0.2205 0.6310 -0.0719
H 31.59414 18.75149 28.93115 0.7832 -0.0205 0.2103
Cl 33.10940 12.94329 26.20318 0.0320 0.1317 -0.0039
C 32.54452 12.67624 24.53895 -0.1399 -0.7530 -0.1999
C 32.96911 13.72602 23.54925 -0.1810 -0.1014 -0.0341
Cl 34.73939 13.75388 23.33809 0.0452 0.0822 0.0441
H 31.46267 12.55560 24.57430 -0.0505 0.4523 0.0035
H 32.91340 11.70252 24.21484 0.2491 0.0684 0.1501
H 32.61850 14.71393 23.82308 0.0808 0.0219 0.0195
H 32.55329 13.44808 22.58200 -0.0546 0.1061 -0.0145
```
Positions in Å, forces in eV/Å.

M ... 468.29 g/mol
Orbital gap ... 0.379 hartree
SMILES string ... COCCOC.COCCOC.COCCOC.ClCCCl.ClCCCl
ΔE to the lowest compared entry with this formula, charge and spin ... 0.0 kcal/mol

***

The following is a DFT calculation (wB97M-V/def2-TZVPD) of a structure of composition C3H9Br2PSi in a non-equilibrium geometry.

```
16
Properties=species:S:1:pos:R:3:forces:R:3
C -1.64671 1.05759 0.39117 0.4868 -0.5622 -0.0362
C -0.60090 -1.52485 -1.21251 0.0275 0.3535 0.6330
C 0.89146 -0.60414 1.50626 -0.4448 0.0971 -0.5362
Si -0.21362 -0.13758 0.03326 1.1416 1.3375 -1.6680
P 1.32233 1.46069 -1.67307 -1.3186 -1.2914 1.4035
Br 1.55539 3.06207 -0.13470 0.0209 0.3030 0.1608
Br 3.20154 0.31112 -1.32492 0.2663 -0.2039 -0.0378
H -2.12717 1.38349 -0.52744 0.0214 -0.0558 -0.1826
H -2.40207 0.57907 1.00735 -0.1654 -0.1273 0.1559
H -1.30249 1.94502 0.91475 0.1753 0.0495 0.0761
H -1.53850 -2.01614 -0.97121 -0.2011 -0.1470 0.0772
H -0.68326 -1.13864 -2.22494 -0.0350 0.1947 -0.0282
H 0.18053 -2.27940 -1.21619 0.1542 -0.0519 0.0760
H 1.36910 -1.56766 1.34843 0.0045 -0.0960 -0.1061
H 1.68055 0.12805 1.65831 0.0275 0.2005 -0.0931
H 0.31382 -0.65869 2.42546 -0.1612 -0.0003 0.1059
```
Positions in Å, forces in eV/Å.

M ... 263.97 g/mol
Orbital gap ... 0.309 hartree
ΔE to the lowest compared entry with this formula, charge and spin ... 0.0 kcal/mol

***

The following is a DFT calculation (wB97M-V/def2-TZVPD) of a cluster of 2 separate species, C4H4NOP in total in a non-equilibrium geometry.

```
11
Properties=species:S:1:pos:R:3:forces:R:3
C -0.85745 0.81863 -0.42651 0.3898 -0.3855 -0.1952
C -1.10584 0.17247 0.75309 -0.4940 -1.0580 1.1504
C 0.35531 0.55179 -1.08270 0.2183 1.0355 -2.5724
C -0.24042 -0.76626 1.40173 1.2328 2.4899 -3.3116
N 1.28006 -0.13772 -0.49988 3.1784 -1.3582 -1.0341
O 2.95664 -0.81298 -1.25979 -2.3560 1.1219 0.8242
P 1.40120 -1.05367 0.83355 -1.5487 0.2131 0.6748
H -1.75068 1.34943 -0.74192 0.8245 0.3854 -0.9169
H -2.15100 0.41802 1.04336 0.8843 -0.8095 0.7465
H 0.66178 0.83066 -2.16670 -0.9849 -0.0702 1.9096
H -0.54961 -1.37036 2.14578 -1.3446 -1.5645 2.7246
```
Positions in Å, forces in eV/Å.

M ... 113.06 g/mol
Orbital gap (spin up / spin down) ... 0.328 / 0.322 hartree
ΔE to the lowest compared entry with this formula, charge and spin ... 114.8 kcal/mol

***

Question: Among the records above, which one has the lowest M?
Answer: C4H4NOP